<A>
C5H8N2 | wB97M-V/def2-TZVPD

Each atom is followed by the atoms it is bonded to, with distances in Å.
Geometry (Å):
1 N 0.903 -0.031 0.019  C13 1.446, C14 1.384, C15 1.360
2 H -1.720 -1.962 0.315  C12 1.082
3 H 2.776 0.181 0.994  C13 1.098
4 H 0.994 -2.142 0.223  C15 1.082
5 H 0.087 1.958 -0.169  C14 1.083
6 H -3.297 0.089 -0.265  N11 1.013
7 H 2.543 1.180 -0.461  C13 1.092
8 H -2.711 1.610 -0.472  N11 1.012
9 C -1.316 0.228 0.053  N11 1.412, C12 1.422, C14 1.378
10 H 2.804 -0.565 -0.619  C13 1.094
11 N -2.622 0.763 0.075  H6 1.013, H8 1.012, C9 1.412
12 C -1.009 -1.153 0.198  H2 1.082, C9 1.422, C15 1.373
13 C 2.329 0.209 -0.008  N1 1.446, H3 1.098, H7 1.092, H10 1.094
14 C -0.118 0.902 -0.050  N1 1.384, H5 1.083, C9 1.378
15 C 0.358 -1.269 0.168  N1 1.360, H4 1.082, C12 1.373

Computed properties:
SMILES string: Cn1ccc(N)c1
Net charge: 0
Kohn-Sham gap, eV: 8.461

---

<B>
C5H8N2 | wB97M-V/def2-TZVPD

Each atom is followed by the atoms it is bonded to, with distances in Å.
Geometry (Å):
1 H 1.871 1.493 0.998  N4 1.010
2 N -0.190 0.701 -0.302  C6 1.365, C7 1.322, C9 1.455
3 H -0.362 1.960 1.360  C7 1.078
4 N 1.947 0.492 0.886  H1 1.010, C9 1.386, H10 1.010
5 H 1.194 -2.257 0.105  C8 1.082
6 C -0.735 0.076 -1.386  N2 1.365, C12 1.505, H15 1.089
7 C -0.838 1.539 0.489  N2 1.322, H3 1.078, H14 1.081
8 C 0.628 -1.370 -0.147  H5 1.082, C9 1.333, C12 1.512
9 C 0.917 -0.111 0.180  N2 1.455, N4 1.386, C8 1.333
10 H 2.211 0.019 1.738  N4 1.010
11 H -0.941 -2.158 -1.535  C12 1.089
12 C -0.703 -1.336 -0.863  C6 1.505, C8 1.512, H11 1.089, H13 1.123
13 H -1.459 -1.299 -0.034  C12 1.123
14 H -1.872 1.727 0.237  C7 1.081
15 H -1.669 0.523 -1.725  C6 1.089

Computed properties:
Net charge: 0
Kohn-Sham gap (spin up / spin down), eV: 7.595 / 7.781

---

Energies relative to the minimum, hartree: <A> 0.0000; <B> 0.1209